Entry 1:
Formula: C14H15N4OTi
Source: the OMol25 dataset
Level of theory: wB97M-V/def2-TZVPD

The geometry in XYZ format:
```
35
Properties=species:S:1:pos:R:3
Ti -0.12712 0.49306 0.01518
C 5.24145 1.68284 1.10184
C 3.99324 1.75491 1.71027
C 2.88686 1.29096 1.02635
C 3.03633 0.76256 -0.25329
C 4.28337 0.68770 -0.86975
C 5.38469 1.15282 -0.17915
N 1.84842 0.31905 -0.87657
N 1.92541 -0.18344 -2.01512
C 0.69712 -0.59982 -2.58653
C 0.74620 -1.17311 -3.83412
C -0.44632 -1.59497 -4.41792
C -1.63436 -1.42435 -3.72983
C -1.60322 -0.83568 -2.47637
N -0.46227 -0.42721 -1.90726
H 6.11281 2.04489 1.63078
H 3.89487 2.16911 2.70354
H 1.90363 1.33295 1.49430
H 4.37370 0.27626 -1.86450
H 6.36342 1.10704 -0.63585
H 1.70323 -1.28117 -4.32456
H -0.43912 -2.05048 -5.39918
H -2.58090 -1.73782 -4.14590
H -2.51605 -0.68749 -1.91303
N -1.91098 1.88616 3.41442
C -1.24956 1.16053 2.55763
O -1.01258 1.62141 1.38141
C -0.71226 -0.20019 2.88524
C -0.25898 -0.89223 1.59203
H -2.23688 2.81126 3.16735
H -2.11857 1.53821 4.33911
H -1.45766 -0.76977 3.44423
H 0.12726 -0.04752 3.57046
H -1.01178 -1.61546 1.25697
H 0.66954 -1.44546 1.74190
```

Calculated values
spin multiplicity: 2
HOMO energy (spin up / spin down): -0.5655 / -0.5649 hartree
gap between HOMO and LUMO (spin up / spin down): 7.021 / 7.043 eV
total charge: +2
LUMO (spin up / spin down): -8.37 / -8.33 eV

***

Entry 2:
Formula: C14H15N5O3S
Source: the OMol25 dataset
Level of theory: wB97M-V/def2-TZVPD

The geometry in XYZ format:
```
38
Properties=species:S:1:pos:R:3
C -3.51297 -3.34962 -0.26543
C -4.29028 -2.38586 -0.71896
C -3.79060 -1.24084 -1.55396
N -3.86467 -0.01432 -0.80688
N -4.84671 0.88515 -0.92554
N -4.62440 1.81012 -0.09147
N -3.52676 1.58732 0.61279
C -3.04250 0.44368 0.17242
S -1.63770 -0.40512 0.70658
C -0.87896 0.89690 1.73906
C 0.24484 1.60018 0.98674
O 0.21202 2.78256 0.74580
N 1.24354 0.73829 0.65107
C 2.42924 0.99316 -0.01984
C 2.75070 2.26460 -0.49704
C 3.94123 2.48655 -1.15779
C 4.84132 1.44914 -1.36074
C 4.53927 0.18732 -0.89708
C 3.34103 -0.06667 -0.22425
C 3.06030 -1.42979 0.25821
O 2.05574 -1.77228 0.85911
O 4.03477 -2.29908 -0.02453
C 3.82827 -3.63223 0.41691
H -3.89856 -4.14947 0.34229
H -2.45898 -3.37928 -0.48754
H -5.34422 -2.35152 -0.47987
H -2.74925 -1.40475 -1.84672
H -4.41596 -1.10488 -2.44012
H -0.49606 0.40116 2.63122
H -1.66542 1.60714 1.99154
H 1.14413 -0.24444 0.92008
H 2.05457 3.07134 -0.33947
H 4.16984 3.47830 -1.51777
H 5.77165 1.62775 -1.87721
H 5.22891 -0.62787 -1.04722
H 3.71458 -3.66009 1.50262
H 2.92842 -4.04911 -0.04024
H 4.70788 -4.19165 0.10986
```

Calculated values
SMILES: C=CCn1nnnc1SCC(=O)Nc1ccccc1C(=O)OC
HOMO energy: -0.3224 hartree
gap between HOMO and LUMO: 8.911 eV
total charge: 0
LUMO: 0.14 eV

***

Entry 3:
Formula: C14H15N7O3
Source: the OMol25 dataset
Level of theory: wB97M-V/def2-TZVPD

The geometry in XYZ format:
```
39
Properties=species:S:1:pos:R:3
C 3.65116 1.94056 -3.47699
C 2.58668 2.44624 -2.52305
O 1.62842 1.40498 -2.32983
C 0.68138 1.63382 -1.43507
O 0.58034 2.65804 -0.79369
C -0.23976 0.49763 -1.29781
N -0.16169 -0.62106 -2.05777
N -1.07299 -1.42700 -1.71774
N -1.79493 -0.87977 -0.71295
C -2.83332 -1.59364 -0.16196
N -3.59213 -1.21593 0.82947
O -4.44776 -2.21270 1.06011
N -4.25043 -3.25245 0.21610
C -3.25609 -2.91971 -0.57266
N -2.75940 -3.63662 -1.58551
C -1.30797 0.35361 -0.41393
C -1.77604 1.23163 0.69883
N -0.67905 1.61875 1.55731
C 0.12974 0.64494 2.12741
C -0.35412 -0.61523 2.48149
C 0.47760 -1.53609 3.09042
C 1.79952 -1.22688 3.35967
C 2.28490 0.02571 3.02055
C 1.46308 0.94986 2.40851
H 4.13966 1.06450 -3.05969
H 3.20025 1.66583 -4.42631
H 4.39139 2.71765 -3.64349
H 3.01438 2.71769 -1.55089
H 2.07374 3.32760 -2.92536
H -3.06116 -4.58652 -1.70069
H -1.92119 -3.29124 -2.02974
H -2.54894 0.71544 1.27372
H -2.20609 2.14557 0.27960
H -0.14191 2.38463 1.16528
H -1.38593 -0.87390 2.29858
H 0.08549 -2.50747 3.35608
H 2.44477 -1.95342 3.82954
H 3.31438 0.28077 3.22657
H 1.84403 1.92417 2.13591
```

Calculated values
SMILES: CCOC(=O)c1nnn(-c2nonc2N)c1CNc1ccccc1
HOMO energy: -0.2954 hartree
gap between HOMO and LUMO: 8.046 eV
total charge: 0
LUMO: 0.01 eV

***

Entry 4:
Formula: C14H15N7O3S2
Source: the OMol25 dataset
Level of theory: wB97M-V/def2-TZVPD

The geometry in XYZ format:
```
41
Properties=species:S:1:pos:R:3
C 6.69309 0.69771 0.40976
O 5.74144 -0.31335 0.66236
C 4.41846 -0.12961 0.42956
C 3.62894 -1.23078 0.75414
C 2.25931 -1.23872 0.58798
C 1.64873 -0.10656 0.07491
N 0.26712 -0.01823 -0.12706
N -0.31398 1.13895 -0.49473
N -1.55482 0.93770 -0.61359
N -1.87349 -0.31682 -0.34519
C -0.74519 -0.93068 -0.03761
S -0.63309 -2.60176 0.37027
C -2.39030 -3.05026 0.19891
C -2.83963 -2.79202 -1.21815
O -2.29997 -3.26579 -2.18738
N -3.93201 -1.97007 -1.38507
C -4.58078 -1.18191 -0.47800
N -4.65099 -1.36593 0.79604
N -5.35276 -0.43739 1.43167
C -5.85164 0.47035 0.68116
C -6.67411 1.60293 1.15208
S -5.46075 0.24014 -1.02355
C 2.41152 1.01037 -0.25703
C 3.78670 1.02250 -0.08876
O 4.55804 2.10578 -0.40538
C 3.93101 3.25649 -0.92104
H 7.64915 0.26039 0.69687
H 6.72097 0.97258 -0.64615
H 6.50513 1.58893 1.01132
H 4.13347 -2.09691 1.15001
H 1.69042 -2.11166 0.85948
H -2.42022 -4.12043 0.40376
H -2.98010 -2.49590 0.92734
H -4.12270 -1.75955 -2.35881
H -6.81587 1.51563 2.22569
H -6.17736 2.54584 0.92742
H -7.64235 1.60175 0.65375
H 1.89173 1.86813 -0.64872
H 3.42782 3.04975 -1.87024
H 3.21346 3.67723 -0.21046
H 4.73560 3.97118 -1.08756
```

Calculated values
SMILES: COc1ccc(-n2nnnc2SCC(=O)Nc2nnc(C)s2)cc1OC
HOMO energy: -0.3026 hartree
gap between HOMO and LUMO: 8.831 eV
total charge: 0
LUMO: 0.60 eV

***

Entry 5:
Formula: C14H15NS
Source: the OMol25 dataset
Level of theory: wB97M-V/def2-TZVPD

The geometry in XYZ format:
```
31
Properties=species:S:1:pos:R:3
C 0.08318 1.09925 -5.92566
S -0.61932 2.35978 -4.77837
C -0.37760 1.77422 -3.09130
C -1.13114 2.47351 -1.99902
C -0.56797 2.04056 -0.82422
C 0.34065 1.04290 -0.48717
C 0.47923 0.63891 0.85283
N -0.23272 -0.37355 1.29329
C -0.33290 -1.07492 2.54050
C 0.48498 -0.42445 3.56943
C 0.52720 -1.26834 4.77332
C 0.00668 -2.57888 4.70763
C -0.90267 -3.06508 3.79937
C -0.77194 -2.32978 2.64271
C 0.89091 0.48596 -1.57931
C 0.57012 0.52740 -2.90786
H -0.09981 0.11436 -5.80840
H -0.09953 1.30793 -7.08349
H 1.26059 1.29384 -5.78652
H -1.65826 3.04949 -2.43756
H -1.26581 2.64993 -0.04332
H 1.59809 0.27942 0.91523
H 0.22725 1.56912 1.65888
H -0.70689 -0.74103 0.57276
H 1.04701 0.36811 3.36647
H 1.41136 -1.07803 5.45647
H -0.15606 -3.13788 5.81990
H -1.35813 -4.06751 3.83821
H -1.59599 -2.82946 1.85216
H 1.73364 -0.16861 -1.29491
H 1.21588 0.06283 -3.61205
```

Calculated values
SMILES: CSc1ccc(CNc2ccccc2)cc1
HOMO energy: -0.2842 hartree
gap between HOMO and LUMO: 8.406 eV
total charge: 0
LUMO: 0.67 eV

***

Entry 6:
Formula: C14H15NSn
Source: the OMol25 dataset
Level of theory: wB97M-V/def2-TZVPD

The geometry in XYZ format:
```
31
Properties=species:S:1:pos:R:3
C 1.16336 -1.31696 -2.14566
C -0.28161 -1.18789 -2.40843
C -0.96035 -2.16173 -1.55837
C -0.00686 -2.83313 -0.79226
C 1.31627 -2.31928 -1.11824
Sn 0.28601 -0.01452 -0.66477
C -1.21372 1.70847 -1.41003
C 0.02113 2.04945 -1.93875
C 0.65045 2.73674 -2.90343
N 1.65386 1.46263 -0.94123
H -2.03340 -2.35505 -1.60760
H -0.70469 -0.60850 -3.24427
H -0.19469 -3.65601 -0.09095
H 2.27831 -2.71773 -0.79018
H 1.93997 -0.82795 -2.73383
H -1.84345 0.92139 -1.77862
H 2.70699 1.29859 -0.78623
H -1.69398 2.38171 -0.71354
H 0.11724 3.34155 -3.62161
H 1.73686 2.76744 -2.91488
C -0.73647 0.13443 4.25893
C -0.06398 -0.95137 3.69914
C 0.28080 -0.98225 2.33475
C -0.09500 0.08621 1.51595
C -0.72855 1.19469 2.06505
C -1.05634 1.21307 3.43459
H -1.00720 0.14058 5.31742
H 0.19543 -1.79996 4.32899
H 0.82628 -1.83235 1.91951
H -0.97939 2.05638 1.43279
H -1.57331 2.07136 3.85575
```

Calculated values
HOMO energy (spin up / spin down): 0.1098 / 0.1097 hartree
gap between HOMO and LUMO (spin up / spin down): 2.339 / 2.341 eV
total charge: -2
LUMO (spin up / spin down): 5.33 / 5.33 eV

***

Here are the calculated calculated total energy numbers, same order: -45869.7911; -39188.6581; -31332.1053; -53002.6184; -27078.2895; -22071.1056 (eV).